(1)
C48H51ClF7InN | ωB97M-V with the def2-TZVPD basis set

Last column: Mulliken charge in e.
Element x y z (Å)
C1 -2.44 1.10 -2.01  -1.008
C2 -3.18 -0.24 -1.78  -0.282
N1 -3.40 -0.63 -0.40  -0.699
In1 -1.70 -1.60 0.47  1.050
C3 -2.42 -3.30 1.67  -1.229
C4 -0.53 -0.10 1.68  -1.564
C5 0.90 0.04 1.30  1.326
C6 1.16 0.34 -0.18  -0.830
Cl1 1.75 1.43 2.31  -0.493
H1 -3.13 1.90 -2.30  0.356
H2 -1.67 1.02 -2.78  0.202
H3 -1.95 1.41 -1.08  0.395
H4 -2.58 -1.03 -2.25  -0.029
H5 -4.12 -0.21 -2.34  0.410
H6 -3.68 0.20 0.12  0.209
H7 -0.73 -2.19 -0.90  -0.459
H8 -2.96 -3.95 0.98  0.215
H9 -3.12 -3.00 2.46  0.292
H10 -1.61 -3.89 2.12  0.208
H11 -1.03 0.86 1.55  0.362
H12 -0.60 -0.36 2.74  0.483
H13 1.48 -0.81 1.63  -0.432
H14 0.24 0.60 -0.69  -0.137
H15 1.58 -0.53 -0.67  0.272
H16 1.87 1.17 -0.30  0.412
F1 2.15 -2.99 1.87  -0.273
C7 3.35 -3.53 1.60  0.715
C8 4.36 -2.73 1.09  -0.590
C9 5.59 -3.31 0.83  -0.242
C10 5.80 -4.66 1.07  -0.681
C11 4.76 -5.44 1.58  -0.509
C12 3.53 -4.87 1.85  -0.742
H17 4.16 -1.68 0.90  0.515
H18 6.39 -2.70 0.43  0.381
H19 6.76 -5.11 0.86  0.397
H20 4.91 -6.50 1.76  0.395
H21 2.69 -5.44 2.23  0.563
F2 -3.12 -1.48 -4.71  -0.174
C13 -3.72 -2.68 -4.87  0.531
C14 -4.09 -3.40 -3.75  -0.383
C15 -4.73 -4.62 -3.95  -0.423
C16 -4.97 -5.10 -5.23  -0.580
C17 -4.58 -4.35 -6.33  -0.352
C18 -3.95 -3.13 -6.16  -0.588
H22 -3.89 -3.03 -2.76  0.480
H23 -5.03 -5.20 -3.09  0.375
H24 -5.47 -6.05 -5.37  0.362
H25 -4.77 -4.72 -7.33  0.346
H26 -3.63 -2.53 -7.00  0.399
F3 7.61 -0.82 7.09  -0.332
C19 6.65 -0.47 6.19  0.415
C20 6.43 -1.29 5.10  -0.692
C21 5.45 -0.92 4.19  0.096
C22 4.71 0.24 4.38  -0.442
C23 4.96 1.03 5.49  -0.254
C24 5.94 0.68 6.41  -0.607
H27 7.02 -2.19 4.98  0.439
H28 5.26 -1.55 3.33  0.296
H29 3.95 0.52 3.67  0.314
H30 4.38 1.94 5.65  0.394
H31 6.14 1.29 7.29  0.409
F4 -1.26 7.48 0.30  -0.273
C25 -0.61 6.38 -0.16  0.708
C26 -0.54 6.18 -1.52  -0.889
C27 0.13 5.05 -1.98  -0.225
C28 0.71 4.16 -1.08  -0.790
C29 0.62 4.39 0.28  0.215
C30 -0.05 5.51 0.76  -0.632
H32 -1.00 6.88 -2.20  0.431
H33 0.19 4.86 -3.04  0.469
H34 1.22 3.28 -1.45  0.316
H35 1.04 3.69 0.99  0.266
H36 -0.14 5.71 1.82  0.424
F5 1.22 9.47 5.50  -0.314
C31 0.04 9.72 4.88  0.478
C32 -0.37 8.87 3.88  -0.503
C33 -1.57 9.13 3.24  -0.080
C34 -2.34 10.23 3.61  -0.714
C35 -1.90 11.07 4.62  -0.194
C36 -0.69 10.82 5.27  -0.588
H37 0.25 8.02 3.61  0.427
H38 -1.91 8.48 2.45  0.352
H39 -3.27 10.43 3.11  0.373
H40 -2.49 11.93 4.92  0.350
H41 -0.33 11.46 6.06  0.409
F6 2.10 -7.44 -0.37  -0.330
C37 1.24 -8.05 0.47  0.395
C38 1.25 -9.43 0.52  -0.573
C39 0.37 -10.06 1.39  -0.264
C40 -0.49 -9.32 2.18  -0.533
C41 -0.48 -7.93 2.10  -0.441
C42 0.39 -7.28 1.24  -0.429
H42 1.94 -9.99 -0.10  0.413
H43 0.36 -11.14 1.45  0.347
H44 -1.18 -9.82 2.85  0.375
H45 -1.16 -7.34 2.71  0.386
H46 0.41 -6.21 1.15  0.655
F7 -1.24 4.75 -6.27  -0.317
C43 -1.91 3.59 -6.47  0.473
C44 -2.27 2.83 -5.38  -0.642
C45 -2.95 1.64 -5.61  0.066
C46 -3.27 1.25 -6.90  -0.705
C47 -2.89 2.04 -7.98  -0.241
C48 -2.21 3.23 -7.77  -0.623
H47 -2.01 3.15 -4.38  0.543
H48 -3.24 1.02 -4.77  0.291
H49 -3.80 0.32 -7.06  0.374
H50 -3.14 1.73 -8.99  0.358
H51 -1.91 3.87 -8.59  0.418

- Orbital gap: 6.82 eV
- Electronic energy: -3263.7818 Eh
- E_HOMO: -0.16482 Eh
- Charge: -1



(2)
C4H10N2O3 | ωB97M-V with the def2-TZVPD basis set

Last column: Mulliken charge in e.
Element x y z (Å)
N1 -1.48 0.40 1.79  -0.842
N2 -1.07 0.33 0.45  0.503
O1 -1.56 1.44 -0.29  -0.555
C1 -1.16 -0.96 -0.21  0.647
O2 -1.67 -1.90 0.36  -0.578
O3 -1.04 -0.88 -1.54  -0.473
H1 -2.07 -0.41 2.00  0.277
H2 -0.66 0.38 2.39  0.239
H3 -2.35 1.75 0.17  0.372
H4 -1.53 -0.12 -1.90  0.372
C2 1.37 -1.27 0.17  -0.966
C3 1.61 0.05 0.19  0.305
C4 1.74 0.91 -1.03  -1.091
H5 1.40 -1.82 -0.76  0.316
H6 1.38 -1.86 1.07  0.306
H7 1.74 0.57 1.13  0.289
H8 1.49 0.35 -1.93  0.259
H9 1.09 1.77 -0.96  0.248
H10 2.77 1.27 -1.11  0.370

- Orbital gap: 9.47 eV
- Energy above the lowest of the compared OMol25 structures with the same formula, charge and spin: 4.412 eV
- Electronic energy: -493.5230 Eh
- E_HOMO: -0.32402 Eh



(3)
C3H2N3PS | ωB97M-V with the def2-TZVPD basis set

Last column: Mulliken charge in e.
Element x y z (Å)
C1 -1.53 -1.93 -0.07  0.239
C2 -4.22 0.82 -0.12  0.169
C3 0.04 -0.01 0.06  -0.371
N1 -0.89 -0.90 0.08  -0.100
N2 -3.88 -0.30 -0.06  0.350
N3 -4.16 -1.55 -0.02  -0.507
P1 -3.09 -2.75 0.00  0.035
S1 -4.43 2.41 0.04  -0.318
H1 1.04 -0.23 0.23  0.287
H2 -0.17 1.06 0.38  0.216

- Orbital gap: 6.62 eV
- Energy above the lowest of the compared OMol25 structures with the same formula, charge and spin: 2.952 eV
- Electronic energy: -1019.1521 Eh
- E_HOMO: -0.29326 Eh



(4)
C26H42AlBBeBrCl2F10N2O13PS2 | ωB97M-V with the def2-TZVPD basis set

Last column: Mulliken charge in e.
Element x y z (Å)
C1 5.45 -1.37 1.53  -0.673
O1 4.65 -2.50 1.26  -0.440
C2 4.50 -2.74 -0.13  -0.861
C3 3.35 -1.85 -0.68  -0.003
C4 2.12 -2.63 -1.19  -0.993
C5 1.05 -1.60 -1.70  -0.272
C6 0.22 -1.19 -0.49  0.450
O2 -0.65 -2.28 -0.19  -0.635
C7 -1.93 -1.90 0.28  0.453
C8 -1.82 -1.53 1.79  -1.118
C9 -3.10 -1.00 2.41  -0.121
C10 -4.40 -1.65 1.91  -1.183
Br1 -3.12 0.96 2.32  -0.034
C11 -2.66 -0.86 -0.60  0.033
S1 -3.52 -1.81 -1.95  -0.033
N1 -1.77 0.12 -1.29  0.605
C12 -0.45 0.19 -0.61  -0.770
C13 0.40 1.28 -1.26  -1.301
C14 1.53 1.79 -0.40  0.327
C15 2.73 2.14 -0.98  -0.471
C16 3.75 2.64 -0.21  0.012
C17 3.65 2.80 1.14  -0.703
C18 2.46 2.43 1.73  -0.983
C19 1.43 1.93 0.96  -0.125
H1 6.39 -1.73 1.99  0.311
H2 5.66 -0.75 0.66  0.247
H3 4.99 -0.72 2.29  0.255
H4 4.29 -3.79 -0.33  0.376
H5 5.42 -2.43 -0.64  0.381
H6 3.05 -1.16 0.12  0.253
H7 3.70 -1.22 -1.51  0.078
H8 2.48 -3.21 -2.04  0.491
H9 1.70 -3.30 -0.42  0.456
H10 0.44 -2.14 -2.42  0.031
H11 1.63 -0.79 -2.15  0.320
H12 0.92 -1.12 0.36  0.390
H13 -2.56 -2.79 0.23  0.691
H14 -1.56 -2.47 2.29  0.512
H15 -0.99 -0.86 2.00  0.183
H16 -3.06 -1.22 3.48  0.603
H17 -5.17 -1.40 2.64  0.448
H18 -4.31 -2.74 1.94  0.245
H19 -4.76 -1.28 0.95  0.314
H20 -3.45 -0.30 -0.11  -0.508
H21 -2.55 -1.84 -2.90  -0.065
H22 -1.68 -0.03 -2.30  0.532
H23 -2.22 1.04 -1.18  0.295
H24 -0.66 0.53 0.41  -0.257
H25 0.74 1.00 -2.26  0.548
H26 -0.27 2.14 -1.43  0.710
H27 2.85 2.03 -2.07  0.449
H28 4.71 2.96 -0.69  0.412
H29 4.45 3.22 1.73  0.553
H30 2.35 2.55 2.80  0.627
H31 0.52 1.68 1.50  0.516
C20 0.68 -1.85 -6.94  -0.581
S2 -0.39 -0.86 -5.96  0.509
O3 0.09 -0.95 -4.55  -0.373
C21 -1.88 -1.86 -6.12  -0.837
H32 1.68 -1.37 -6.92  0.378
H33 0.74 -2.86 -6.52  0.192
H34 0.31 -1.89 -7.96  0.473
H35 -1.67 -2.87 -5.75  0.305
H36 -2.17 -1.89 -7.17  0.474
H37 -2.68 -1.40 -5.53  0.324
C22 1.80 -5.56 -4.62  0.563
O4 1.88 -6.79 -4.50  -0.590
O5 2.37 -4.86 -3.51  -0.411
O6 1.31 -4.82 -5.46  -0.464
H38 2.70 -5.65 -3.04  0.324
B1 0.40 6.04 4.30  0.452
O7 1.54 5.06 4.25  -0.356
C23 2.51 5.58 3.57  0.844
O8 3.57 5.04 3.34  -0.588
C24 2.09 6.99 3.09  0.521
O9 2.77 7.72 2.43  -0.481
O10 0.89 7.23 3.51  -0.343
F1 0.14 6.39 5.58  -0.213
F2 -0.72 5.49 3.68  -0.330
Be1 4.91 1.83 -1.93  0.428
N2 -4.27 2.27 -0.83  0.818
O11 -4.34 1.87 -2.01  -0.569
O12 -4.18 1.39 0.09  -0.474
O13 -4.23 3.45 -0.55  -0.602
Al1 0.61 -5.72 -2.33  0.729
F3 2.71 0.08 -7.13  -0.592
F4 -0.50 -4.23 -6.20  -0.479
Cl1 -4.72 -4.85 -0.03  -0.143
C25 -6.43 -4.97 0.47  -0.515
C26 -6.67 -6.10 1.43  -0.431
Cl2 -6.45 -7.70 0.67  -0.179
H39 -7.03 -5.09 -0.44  0.421
H40 -6.70 -4.02 0.93  0.236
H41 -7.69 -6.06 1.80  0.335
H42 -5.99 -6.04 2.29  0.304
F5 1.00 10.37 7.48  -0.288
P1 0.87 8.95 8.30  1.031
F6 0.99 7.41 7.71  -0.211
F7 1.32 9.82 9.61  -0.310
F8 -0.04 8.25 9.48  -0.320
F9 2.49 8.80 8.00  -0.282
F10 -0.54 9.00 7.44  -0.257

- Orbital gap: 1.45 eV
- Energy above the lowest of the compared OMol25 structures with the same formula, charge and spin: 1.274 eV
- Electronic energy: -8015.7166 Eh
- E_HOMO: -0.33685 Eh



(5)
C7H15NS | ωB97M-V with the def2-TZVPD basis set

Last column: Mulliken charge in e.
Element x y z (Å)
C1 0.59 2.17 -0.93  -0.102
C2 1.89 2.68 -1.52  -1.084
C3 -1.66 -1.71 1.10  -1.841
C4 0.47 -1.73 0.00  -1.798
C5 0.12 -0.29 2.07  -1.474
C6 -0.73 0.28 -0.43  -0.540
C7 -0.49 -0.86 0.70  1.964
N1 0.42 0.96 -0.71  -0.068
S1 -1.61 -0.34 -1.94  -0.132
H1 -0.16 2.90 -0.98  0.450
H2 1.75 2.79 -2.64  0.234
H3 2.27 3.69 -1.24  0.344
H4 2.60 1.92 -1.17  0.287
H5 -2.63 -1.38 1.25  0.466
H6 -1.82 -2.48 0.24  0.305
H7 -1.42 -2.26 1.98  0.445
H8 1.34 -1.24 -0.46  0.360
H9 0.91 -2.59 0.60  0.364
H10 -0.05 -2.18 -0.84  0.402
H11 0.90 -1.04 2.54  0.290
H12 -0.51 -0.17 2.97  0.342
H13 0.68 0.60 1.97  0.400
H14 -2.18 1.10 0.12  0.280
H15 -0.67 -0.81 -2.67  0.110

- Orbital gap: 9.42 eV
- Energy above the lowest of the compared OMol25 structures with the same formula, charge and spin: 2.380 eV
- Electronic energy: -728.5001 Eh
- E_HOMO: -0.32370 Eh



(6)
C5H6O3 | ωB97M-V with the def2-TZVPD basis set

Last column: Mulliken charge in e.
Element x y z (Å)
C1 -0.94 -1.62 -1.03  -1.153
C2 -0.42 -0.36 -0.43  0.545
C3 0.03 0.75 -1.10  -0.488
C4 0.71 1.56 -0.16  0.339
O1 1.38 2.55 -0.20  -0.573
C5 0.37 0.75 1.25  0.241
O2 1.50 0.22 1.82  -0.523
O3 -0.59 -0.25 0.91  -0.353
H1 -1.96 -1.80 -0.68  0.305
H2 -0.32 -2.45 -0.69  0.293
H3 -0.93 -1.57 -2.11  0.317
H4 0.04 0.90 -2.16  0.411
H5 -0.14 1.47 1.91  0.303
H6 1.28 -0.16 2.69  0.336

- Orbital gap: 9.97 eV
- Energy above the lowest of the compared OMol25 structures with the same formula, charge and spin: 0.799 eV
- Electronic energy: -419.8101 Eh
- E_HOMO: -0.34669 Eh



Please write out number 5 again, unchanged.
C7H15NS | ωB97M-V with the def2-TZVPD basis set

Last column: Mulliken charge in e.
Element x y z (Å)
C1 0.59 2.17 -0.93  -0.102
C2 1.89 2.68 -1.52  -1.084
C3 -1.66 -1.71 1.10  -1.841
C4 0.47 -1.73 0.00  -1.798
C5 0.12 -0.29 2.07  -1.474
C6 -0.73 0.28 -0.43  -0.540
C7 -0.49 -0.86 0.70  1.964
N1 0.42 0.96 -0.71  -0.068
S1 -1.61 -0.34 -1.94  -0.132
H1 -0.16 2.90 -0.98  0.450
H2 1.75 2.79 -2.64  0.234
H3 2.27 3.69 -1.24  0.344
H4 2.60 1.92 -1.17  0.287
H5 -2.63 -1.38 1.25  0.466
H6 -1.82 -2.48 0.24  0.305
H7 -1.42 -2.26 1.98  0.445
H8 1.34 -1.24 -0.46  0.360
H9 0.91 -2.59 0.60  0.364
H10 -0.05 -2.18 -0.84  0.402
H11 0.90 -1.04 2.54  0.290
H12 -0.51 -0.17 2.97  0.342
H13 0.68 0.60 1.97  0.400
H14 -2.18 1.10 0.12  0.280
H15 -0.67 -0.81 -2.67  0.110

- Orbital gap: 9.42 eV
- Energy above the lowest of the compared OMol25 structures with the same formula, charge and spin: 2.380 eV
- Electronic energy: -728.5001 Eh
- E_HOMO: -0.32370 Eh



- Which value of orbital gap does entry 1 give?
  6.82 eV



What did the sixth record say?
C5H6O3 | ωB97M-V with the def2-TZVPD basis set

Last column: Mulliken charge in e.
Element x y z (Å)
C1 -0.94 -1.62 -1.03  -1.153
C2 -0.42 -0.36 -0.43  0.545
C3 0.03 0.75 -1.10  -0.488
C4 0.71 1.56 -0.16  0.339
O1 1.38 2.55 -0.20  -0.573
C5 0.37 0.75 1.25  0.241
O2 1.50 0.22 1.82  -0.523
O3 -0.59 -0.25 0.91  -0.353
H1 -1.96 -1.80 -0.68  0.305
H2 -0.32 -2.45 -0.69  0.293
H3 -0.93 -1.57 -2.11  0.317
H4 0.04 0.90 -2.16  0.411
H5 -0.14 1.47 1.91  0.303
H6 1.28 -0.16 2.69  0.336

- Orbital gap: 9.97 eV
- Energy above the lowest of the compared OMol25 structures with the same formula, charge and spin: 0.799 eV
- Electronic energy: -419.8101 Eh
- E_HOMO: -0.34669 Eh